1.
C4H7NOP | ωB97M-V/def2-TZVPD

Properties
HOMO energy (spin up / spin down)   -0.5171 / -0.5173 Ha
ΔE to the lowest compared entry with this formula, charge and spin   279.3 kJ/mol
Kohn-Sham gap (spin up / spin down)   7.589 / 7.598 eV

Geometry as ORCA input:
```
! RIJCOSX wB97M-V def2-TZVPD def2/J DEFGRID3
* xyz 1 1
C -1.770 0.581 0.028
C 0.590 1.308 0.091
C -1.833 -0.800 -0.462
C -0.338 -1.099 -0.053
N -0.280 0.393 0.102
O -2.390 1.498 0.391
P 3.421 0.644 -0.063
H 0.181 2.229 -0.129
H -2.705 -1.440 -0.162
H -1.888 -0.650 -1.559
H -0.203 -1.633 1.009
H 0.215 -1.400 -0.867
H 3.501 1.062 1.226
H 3.499 -0.693 0.448
*
```

2.
C4H7NOP | ωB97M-V/def2-TZVPD

Properties
HOMO energy (spin up / spin down)   -0.4921 / -0.4359 Ha
ΔE to the lowest compared entry with this formula, charge and spin   379.5 kJ/mol
Kohn-Sham gap (spin up / spin down)   7.416 / 4.313 eV

Geometry as ORCA input:
```
! RIJCOSX wB97M-V def2-TZVPD def2/J DEFGRID3
* xyz 1 1
C -0.581 1.437 -1.149
C -0.038 0.485 1.242
C 0.276 0.677 -2.072
C 1.097 0.057 -0.894
N 0.157 0.655 0.026
O -1.343 2.321 -1.114
P -1.069 -2.805 3.710
H -0.756 1.095 1.701
H -0.396 -0.090 -2.496
H 0.824 1.172 -2.824
H 1.285 -0.955 -0.882
H 2.089 0.635 -1.022
H -0.716 -3.247 2.377
H -0.830 -1.436 3.398
*
```

3.
C4H7NOS | ωB97M-V/def2-TZVPD

Properties
HOMO energy   -0.3280 Ha
ΔE to the lowest compared entry with this formula, charge and spin   108.2 kJ/mol
SMILES string   Cc1nccs1.O
Kohn-Sham gap   9.539 eV

Geometry as ORCA input:
```
! RIJCOSX wB97M-V def2-TZVPD def2/J DEFGRID3
* xyz 0 1
C 1.067 1.525 -0.617
C 0.004 0.603 -0.079
N -0.420 0.606 1.140
C -1.523 -0.049 1.392
C -2.058 -0.593 0.250
S -1.160 -0.225 -1.149
H 1.057 2.480 -0.306
H 1.133 1.423 -1.739
H 2.009 1.153 -0.330
H -2.055 -0.079 2.293
H -2.941 -1.121 0.015
O 1.907 -1.767 -0.158
H 1.277 -2.266 0.401
H 1.702 -1.691 -1.113
*
```

4.
C4H7NOS | ωB97M-V/def2-TZVPD

Properties
HOMO energy   -0.3247 Ha
ΔE to the lowest compared entry with this formula, charge and spin   56.6 kJ/mol
SMILES string   O=C1CNCCS1
Kohn-Sham gap   9.502 eV

Geometry as ORCA input:
```
! RIJCOSX wB97M-V def2-TZVPD def2/J DEFGRID3
* xyz 0 1
O -1.795 -1.385 -1.855
C -1.120 -0.704 -1.148
C 0.174 -1.331 -0.593
N 1.136 -0.449 -0.020
C 0.628 0.390 1.050
C -0.332 1.460 0.490
S -1.733 0.831 -0.522
H -0.174 -2.064 0.161
H 0.587 -1.864 -1.459
H 1.481 0.181 -0.683
H 1.475 0.872 1.561
H 0.190 -0.240 1.845
H -0.735 2.105 1.284
H 0.217 2.198 -0.112
*
```

5.
C4H7NOS | ωB97M-V/def2-TZVPD

Properties
HOMO energy   -0.3310 Ha
ΔE to the lowest compared entry with this formula, charge and spin   232.6 kJ/mol
Kohn-Sham gap   9.806 eV

Geometry as ORCA input:
```
! RIJCOSX wB97M-V def2-TZVPD def2/J DEFGRID3
* xyz 0 1
C 0.111 1.667 0.021
C 1.371 1.489 -0.321
C -0.744 0.437 0.051
C 0.359 -0.693 0.459
N -0.182 -2.023 0.188
O 3.031 -0.560 0.281
S 1.888 -0.257 -0.540
H -0.370 2.622 0.145
H 2.101 2.268 -0.457
H -1.585 0.496 0.744
H -1.287 0.138 -0.845
H 0.458 -0.607 1.590
H -0.489 -2.237 -0.864
H 0.561 -2.718 0.265
*
```

6.
C4H7NOS | ωB97M-V/def2-TZVPD

Properties
HOMO energy   -0.3371 Ha
ΔE to the lowest compared entry with this formula, charge and spin   209.6 kJ/mol
SMILES string   C/C=C(\O)C#N.S
Kohn-Sham gap   9.794 eV

Geometry as ORCA input:
```
! RIJCOSX wB97M-V def2-TZVPD def2/J DEFGRID3
* xyz 0 1
C 0.574 2.085 -0.435
C 0.434 0.732 -0.965
C 1.099 -0.216 -0.218
O 1.804 0.353 0.830
C 1.118 -1.565 -0.428
N 1.170 -2.704 -0.499
H 0.421 1.916 0.670
H -0.098 2.754 -0.962
H 1.507 2.501 -0.606
H -0.077 0.514 -1.874
H 1.916 -0.387 1.434
S -3.031 -1.824 0.524
H -3.716 -1.167 1.415
H -3.119 -2.990 1.110
*
```

7.
C4H7NOS2 | ωB97M-V/def2-TZVPD

Properties
HOMO energy   -0.3143 Ha
ΔE to the lowest compared entry with this formula, charge and spin   646.8 kJ/mol
Kohn-Sham gap   7.459 eV

Geometry as ORCA input:
```
! RIJCOSX wB97M-V def2-TZVPD def2/J DEFGRID3
* xyz 0 1
C 0.257 2.318 1.035
C 0.836 0.831 0.706
C 1.114 0.695 -0.796
C -0.245 -0.171 0.485
H -0.552 2.377 0.265
H 1.100 3.138 1.034
H -0.019 2.263 2.162
H 1.711 1.247 2.763
H 2.115 0.630 -1.069
H 0.725 1.592 -1.245
H -1.031 -2.513 -1.862
N 0.081 -0.328 -0.854
O 1.944 0.606 1.372
S -0.744 -0.899 -2.290
S -1.253 -1.184 1.313
*
```

8.
C4H7NOS2 | ωB97M-V/def2-TZVPD

Properties
HOMO energy   -0.3108 Ha
ΔE to the lowest compared entry with this formula, charge and spin   463.4 kJ/mol
SMILES string   C=C(SC)N(O)C=S
Kohn-Sham gap   8.573 eV

Geometry as ORCA input:
```
! RIJCOSX wB97M-V def2-TZVPD def2/J DEFGRID3
* xyz 0 1
C -0.835 2.165 -0.279
C -0.453 0.869 -0.334
S -1.625 -0.480 -0.654
C -1.404 -2.087 0.602
N 0.876 0.527 -0.155
O 1.517 1.418 0.592
C 1.592 -0.492 -0.623
S 3.175 -0.802 -0.360
H 0.020 2.909 -0.364
H -1.807 2.678 -0.244
H -2.562 -2.403 0.464
H -0.490 -2.915 0.325
H -1.396 -1.497 1.590
H 2.345 1.150 0.725
H 1.049 -1.040 -1.286
*
```

9.
C4H7NOS2 | ωB97M-V/def2-TZVPD

Properties
HOMO energy   -0.3155 Ha
ΔE to the lowest compared entry with this formula, charge and spin   310.3 kJ/mol
SMILES string   S=CNO[C@@H]1C[C@H]1S
Kohn-Sham gap   9.252 eV

Geometry as ORCA input:
```
! RIJCOSX wB97M-V def2-TZVPD def2/J DEFGRID3
* xyz 0 1
S 2.687 -1.445 -0.370
C 2.645 0.149 0.011
N 1.627 1.002 -0.075
O 0.508 0.672 -0.816
C -0.636 0.503 -0.014
C -0.689 -0.644 0.939
C -1.458 -0.689 -0.350
S -3.241 -0.612 -0.286
H 3.525 0.639 0.446
H 1.759 2.009 -0.060
H -1.130 1.445 0.254
H -1.275 -0.488 1.868
H 0.164 -1.281 1.024
H -1.070 -1.317 -1.126
H -3.417 0.057 -1.444
*
```

10.
C4H7NOS2 | ωB97M-V/def2-TZVPD

Properties
HOMO energy   -0.3186 Ha
ΔE to the lowest compared entry with this formula, charge and spin   496.2 kJ/mol
SMILES string   CON1C[C@H](S)C1=S
Kohn-Sham gap   9.161 eV

Geometry as ORCA input:
```
! RIJCOSX wB97M-V def2-TZVPD def2/J DEFGRID3
* xyz 0 1
C -2.126 0.067 0.739
O -1.843 -0.480 -0.509
N -0.473 -0.167 -0.407
C 0.649 -1.211 -0.448
C 1.543 -0.073 -0.833
S 3.007 0.295 0.281
C 0.289 0.930 -0.575
S -0.038 2.533 -0.322
H -2.019 -0.758 1.468
H -3.234 0.516 0.624
H -1.380 1.005 1.092
H 0.602 -2.123 -1.084
H 0.679 -1.694 0.516
H 2.018 0.105 -1.764
H 2.328 1.056 1.223
*
```

11.
C4H7NOS2 | ωB97M-V/def2-TZVPD

Properties
HOMO energy   -0.3114 Ha
ΔE to the lowest compared entry with this formula, charge and spin   270.6 kJ/mol
SMILES string   CNC(=S)C(=O)SC
Kohn-Sham gap   8.651 eV

Geometry as ORCA input:
```
! RIJCOSX wB97M-V def2-TZVPD def2/J DEFGRID3
* xyz 0 1
C 2.725 1.179 0.109
N 1.401 0.477 0.370
C 1.071 -0.701 0.002
S 2.113 -1.720 -0.685
C -0.508 -0.940 0.112
O -0.959 -1.888 0.693
S -1.568 0.269 -0.811
C -3.214 -0.311 -0.066
H 3.436 1.022 0.918
H 3.211 0.546 -0.864
H 2.621 2.442 -0.303
H 0.525 1.199 0.464
H -3.280 -1.482 -0.333
H -4.037 0.197 -0.649
H -3.538 -0.288 1.043
*
```

12.
C4H7NOS2 | ωB97M-V/def2-TZVPD

Properties
HOMO energy   -0.3135 Ha
ΔE to the lowest compared entry with this formula, charge and spin   294.6 kJ/mol
SMILES string   CO/N=C/C(=S)SC
Kohn-Sham gap   7.862 eV

Geometry as ORCA input:
```
! RIJCOSX wB97M-V def2-TZVPD def2/J DEFGRID3
* xyz 0 1
C 3.172 0.426 0.263
O 1.917 -0.016 -0.313
N 0.908 0.839 -0.057
C -0.239 0.388 -0.446
C -1.410 1.202 -0.143
S -1.404 2.845 -0.015
S -2.924 0.352 0.028
C -2.525 -1.451 0.094
H 3.301 1.533 0.094
H 3.946 -0.194 -0.277
H 3.130 0.249 1.347
H -0.351 -0.597 -0.868
H -3.484 -1.981 0.295
H -1.853 -1.764 0.864
H -2.183 -1.831 -0.865
*
```

Number 1: largest force on an atom 4.68 eV/A. Number 2: largest force on an atom 5.15 eV/A. Number 3: largest force on an atom 4.98 eV/A. Number 4: largest force on an atom 1.85 eV/A. Number 5: largest force on an atom 3.22 eV/A. Number 6: largest force on an atom 5.42 eV/A. Number 7: largest force on an atom 6.89 eV/A. Number 8: largest force on an atom 6.26 eV/A. Number 9: largest force on an atom 1.26 eV/A. Number 10: largest force on an atom 5.27 eV/A. Number 11: largest force on an atom 7.73 eV/A. Number 12: largest force on an atom 1.55 eV/A.